Formula: C3H6As2F12O3Rb
Source: the Open Molecules 2025 dataset
Level of theory: the ωB97M-V functional and the def2-TZVPD basis

```
27
Properties=species:S:1:pos:R:3:forces:R:3
Rb 0.15143 -0.90265 0.18552 -3.5 -7.6 -3.9
As 2.59383 -1.91477 2.32307 2.7 -0.3 0.6
F 1.89918 -1.74928 3.98978 0.8 -0.4 -1.7
F 4.20366 -2.38213 2.95256 -1.6 0.5 -0.2
F 3.35954 -1.99399 0.65550 -1.8 0.0 2.0
F 0.96118 -1.49867 1.70166 8.3 -5.4 13.3
F 3.03815 -0.16832 2.34081 -0.8 -1.8 0.1
F 2.16434 -3.66438 2.21266 0.1 1.8 0.1
As 1.57418 0.96104 -1.75297 2.6 1.1 -2.9
F 1.91298 0.71398 -3.56299 -0.6 0.3 2.7
F 2.90466 -0.20822 -1.32399 -2.0 1.4 -0.9
F 1.20555 1.02840 -0.07181 1.8 3.3 -0.3
F 0.29083 2.17103 -2.18960 1.3 -1.5 0.6
F 0.35129 -0.36965 -1.76440 2.6 2.4 -7.7
F 2.76398 2.31727 -1.64658 -1.5 -1.6 -0.2
C -2.28614 -0.04594 -2.55737 1.7 -0.3 -1.6
O -2.99672 0.12230 -1.39865 -1.4 0.0 2.4
C -2.32694 0.42943 -0.29215 1.5 2.6 -0.5
O -1.10787 0.55986 -0.21868 -9.2 6.6 -1.2
O -3.20055 0.77123 0.63338 -1.4 -1.0 -0.1
C -2.88643 1.37780 1.86966 1.2 0.7 -0.4
H -3.03033 -0.06123 -3.35364 0.3 -0.2 0.0
H -1.65836 -0.93455 -2.49116 -0.5 -0.4 -0.4
H -1.52413 0.72149 -2.69341 -0.4 0.4 -0.2
H -3.84539 1.66243 2.30267 0.3 -0.4 0.2
H -2.30478 2.27859 1.67383 -0.1 0.3 -0.1
H -2.20713 0.77892 2.47629 -0.5 -0.4 0.2
```
Positions in Å, forces in eV/Å.

Output
Charge: -1
2S+1: 1
Energy above the lowest of the compared OMol25 structures with the same formula, charge and spin: 1080.8 kJ/mol
E_LUMO: 1.96 eV
Calculated total energy: -6037.70738 Eh
Frontier orbital gap: 0.347 hartree

Results of the Mulliken charge analysis, in e, for atoms 1 through 5: 1.01, 2.03, -0.51, -0.51, -0.50

Formula: C3H6AsF6O3Rb
Source: the Open Molecules 2025 dataset
Level of theory: the ωB97M-V functional and the def2-TZVPD basis

```
20
Properties=species:S:1:pos:R:3:forces:R:3
Rb 0.93039 -1.62102 1.20432 0.8 -0.5 0.2
As 4.41036 -3.70252 1.87658 0.2 -1.0 -0.6
F 4.18245 -5.30746 1.25600 -0.1 0.2 0.2
F 3.82373 -3.10038 0.31683 -0.1 0.3 0.2
F 4.58863 -2.04826 2.38964 -0.2 -0.2 0.1
F 4.82362 -4.35296 3.42860 0.0 0.5 -0.3
F 6.04787 -3.73520 1.30499 -0.5 0.2 0.3
F 2.69377 -3.68393 2.38986 0.0 0.4 -0.1
C -4.08933 4.11818 -1.12319 0.0 0.5 -0.8
O -3.89030 2.70464 -1.13240 0.0 -0.5 0.4
C -2.64754 2.29555 -1.32146 1.1 1.6 -0.6
O -1.71797 3.01443 -1.61080 -0.2 -0.3 0.4
O -2.56814 0.98787 -1.19381 -1.1 -1.2 0.7
C -1.32270 0.37083 -1.08569 1.7 0.2 -0.9
H -3.57921 4.58699 -1.96713 -0.1 -0.2 -0.1
H -3.69886 4.62195 -0.23973 -0.1 -0.4 0.3
H -5.16371 4.22604 -1.23534 0.0 0.2 0.2
H -0.53598 0.90883 -1.62598 -0.3 0.2 -0.2
H -1.37787 -0.60657 -1.55870 -0.3 -0.1 0.3
H -0.90921 0.32301 -0.07260 -0.7 0.0 0.3
```
Positions in Å, forces in eV/Å.

Output
2S+1: 1
Energy above the lowest of the compared OMol25 structures with the same formula, charge and spin: 108.5 kJ/mol
E_LUMO: -1.28 eV
Calculated total energy: -3202.83611 Eh
Frontier orbital gap: 0.386 hartree

Results of the Mulliken charge analysis, in e, for atoms 1 through 5: 1.00, 1.95, -0.47, -0.51, -0.46

Formula: C3H6AsF7O3Rb
Source: the Open Molecules 2025 dataset
Level of theory: the ωB97M-V functional and the def2-TZVPD basis

```
21
Properties=species:S:1:pos:R:3:forces:R:3
Rb 3.10548 -1.93942 1.20192 -0.2 0.4 1.1
As -1.35643 -2.22380 2.10332 -1.5 0.6 1.2
F -2.97247 -2.28151 2.97593 2.0 -0.1 -1.1
F -1.34675 -0.44018 2.41457 0.3 -2.0 -0.5
F 0.27297 -2.06087 1.26595 -1.5 -0.4 0.5
F -1.46023 -4.01503 1.84928 0.5 2.1 0.0
F -2.23027 -1.91974 0.54026 1.3 -0.5 1.7
F -0.47976 -2.51017 3.65883 -0.9 0.2 -1.9
F 3.67785 -0.35956 3.39504 0.0 -0.5 -1.0
C -1.01579 1.87291 -3.64572 -0.3 -0.3 0.0
O 0.14883 1.43108 -2.97885 0.7 -0.2 3.5
C 0.16447 1.52661 -1.55601 -1.0 0.7 1.6
O -0.71801 1.99012 -0.80446 2.5 -1.4 -3.0
O 1.35701 1.04171 -1.10445 -0.8 0.0 -2.0
C 1.65907 0.97161 0.30831 -1.6 1.5 -0.3
H -0.84637 2.89797 -3.97532 -0.3 0.0 -0.1
H -1.92005 1.77299 -3.04537 0.2 0.3 0.2
H -1.13256 1.18009 -4.47907 0.1 0.3 -0.2
H 0.83092 0.46932 0.80830 0.5 -0.6 0.2
H 1.58246 1.99676 0.67068 0.5 0.0 0.3
H 2.67962 0.59913 0.39684 -0.4 0.0 0.1
```
Positions in Å, forces in eV/Å.

Output
Charge: -1
2S+1: 1
Energy above the lowest of the compared OMol25 structures with the same formula, charge and spin: 120.2 kJ/mol
E_LUMO: 1.58 eV
Calculated total energy: -3302.75936 Eh
Frontier orbital gap: 0.263 hartree

Results of the Mulliken charge analysis, in e, for atoms 1 through 5: 0.97, 1.99, -0.52, -0.49, -0.51

Formula: C3H6AuO3
Source: the Open Molecules 2025 dataset
Level of theory: the ωB97M-V functional and the def2-TZVPD basis

```
13
Properties=species:S:1:pos:R:3:forces:R:3
H 0.60016 1.15971 -0.79868 1.4 -0.5 -1.1
O 1.41500 0.57549 -0.95703 -0.7 0.6 -0.2
C 1.50729 -0.19533 0.08537 0.2 2.8 -0.9
O 2.58499 -0.51786 0.57912 -18.1 -2.3 4.3
Au 4.18183 -0.41006 0.23502 18.9 1.2 -3.9
O 0.36821 -0.21238 0.74205 -1.8 -2.5 1.5
C -0.81798 -0.64280 0.01848 1.2 1.6 -1.5
C -1.84862 0.44823 0.14715 -1.1 0.1 1.1
H -1.15411 -1.58473 0.46752 -0.3 -0.5 0.8
H -0.53316 -0.80598 -1.02820 0.0 -0.6 0.2
H -1.85513 0.86815 1.16119 -0.2 0.1 -0.2
H -2.85049 0.06849 -0.09112 0.3 -0.1 0.1
H -1.59799 1.24908 -0.56087 0.2 0.1 -0.2
```
Positions in Å, forces in eV/Å.

Output
Charge: +2
2S+1: 4
Energy above the lowest of the compared OMol25 structures with the same formula, charge and spin: 69.5 kJ/mol
E_LUMO (spin up / spin down): -9.97 / -16.11 eV
Calculated total energy: -478.19338 Eh
Frontier orbital gap (spin up / spin down): 0.242 / 0.179 hartree

Results of the Mulliken charge analysis, in e, for atoms 1 through 5: 0.42, -0.34, 1.12, -0.23, 0.35